{"formula": "C14H62N6O22S", "method": "wB97M-V/def2-TZVPD", "symbols": ["N", "N", "N", "O", "O", "S", "C", "C", "C", "C", "C", "N", "N", "N", "C", "C", "C", "C", "C", "C", "C", "C", "C", "H", "H", "H", "H", "H", "H", "H", "H", "H", "H", "H", "H", "H", "H", "H", "H", "H", "H", "H", "H", "H", "H", "O", "H", "H", "O", "H", "H", "O", "H", "H", "O", "H", "H", "O", "H", "H", "O", "H", "H", "O", "H", "H", "O", "H", "H", "O", "H", "H", "O", "H", "H", "O", "H", "H", "O", "H", "H", "O", "H", "H", "O", "H", "H", "O", "H", "H", "O", "H", "H", "O", "H", "H", "O", "H", "H", "O", "H", "H", "O", "H", "H"], "positions_angstrom": [[-0.618, -1.290, -1.557], [0.573, 2.162, -1.657], [-0.743, -1.967, -0.356], [-2.612, -0.719, 2.778], [-0.777, -1.369, 4.950], [0.560, -2.900, 2.311], [-0.307, -0.053, -1.366], [0.117, 1.075, -2.222], [-0.458, -1.138, 0.575], [0.679, 2.352, -0.244], [0.275, 1.297, 0.544], [-0.139, 0.062, -0.016], [0.124, 1.084, -3.619], [1.778, 3.579, -6.118], [-0.469, -0.120, -4.326], [0.953, 3.387, -7.284], [3.200, 3.930, -6.501], [0.259, 2.283, -4.524], [1.709, 2.492, -5.085], [-0.226, -3.362, 3.820], [-1.735, -1.823, 2.690], [-0.472, -1.440, 2.016], [-1.371, -2.356, 4.104], [-3.317, -1.016, 3.403], [-1.465, -0.799, 5.224], [1.058, 3.303, 0.255], [0.433, 1.311, 1.609], [-1.526, -0.121, -3.980], [-0.403, -0.153, -5.392], [0.016, -1.042, -3.960], [-0.106, 3.258, -7.010], [1.056, 4.211, -8.000], [1.206, 2.464, -7.716], [3.746, 4.025, -5.549], [3.244, 4.884, -7.069], [3.727, 3.161, -7.096], [-0.106, 3.156, -4.074], [-0.363, 2.153, -5.336], [2.471, 2.670, -4.293], [1.941, 1.494, -5.515], [0.550, -3.484, 4.559], [-0.730, -4.319, 3.706], [-2.258, -2.652, 2.152], [-0.042, -0.585, 2.524], [-2.229, -2.824, 4.581], [-0.367, -4.303, -1.742], [-0.379, -3.882, -0.823], [-1.077, -3.851, -2.305], [3.302, 1.664, -1.852], [2.414, 2.005, -2.196], [3.181, 0.702, -1.563], [0.505, -6.333, 2.040], [0.784, -6.902, 1.251], [1.238, -5.658, 2.217], [1.356, -0.660, 6.266], [1.821, -1.558, 6.315], [0.487, -0.782, 5.762], [-2.050, -5.453, 5.822], [-2.264, -6.052, 6.610], [-2.191, -4.493, 6.109], [3.525, 6.065, -3.447], [2.607, 6.172, -3.858], [3.807, 6.959, -3.067], [-1.333, 4.185, -1.837], [-1.789, 3.474, -2.395], [-0.550, 3.757, -1.360], [-2.711, 1.829, 3.162], [-3.273, 2.090, 2.362], [-2.533, 0.835, 3.112], [-4.491, -1.911, 4.414], [-4.774, -1.747, 5.372], [-5.325, -2.046, 3.858], [1.163, 1.721, 4.044], [1.302, 1.275, 4.941], [0.409, 2.389, 4.137], [-0.954, -7.245, 4.108], [-1.340, -6.510, 4.686], [-0.372, -6.816, 3.400], [4.102, 7.444, -6.616], [4.333, 8.326, -6.177], [3.908, 6.771, -5.886], [-4.421, -4.414, 1.238], [-3.431, -4.624, 1.246], [-4.922, -5.264, 1.015], [-2.690, -1.714, -5.603], [-3.673, -1.508, -5.477], [-2.437, -1.475, -6.553], [5.273, 1.141, -5.927], [5.183, 1.557, -5.009], [6.238, 0.864, -6.055], [-2.376, -3.217, 7.174], [-1.532, -2.975, 7.677], [-2.929, -2.377, 7.063], [3.729, 3.050, 0.396], [3.536, 2.607, -0.493], [4.355, 2.450, 0.917], [2.198, -3.315, 6.869], [2.929, -3.253, 7.565], [1.473, -3.924, 7.226], [-1.861, 1.495, 6.266], [-2.271, 2.075, 5.545], [-1.881, 2.012, 7.136], [-3.138, 1.991, -2.917], [-3.655, 1.889, -3.781], [-3.369, 1.209, -2.317]], "forces_ev_per_a": [[-1.3, -2.5, -1.6], [0.7, 0.9, 1.4], [-0.2, 0.4, -2.1], [-0.6, -0.6, 0.6], [-0.5, -1.0, -1.0], [1.0, 0.1, -1.1], [0.8, -0.5, 0.8], [0.3, 1.4, -1.3], [-0.1, 1.4, -0.2], [-1.2, -2.5, 0.0], [1.0, 0.9, 0.0], [0.5, 3.2, 1.6], [-0.4, -1.4, -0.9], [1.3, 0.5, 1.1], [-0.4, 0.1, 2.8], [-0.8, 0.4, 0.9], [-0.8, -0.4, 0.7], [2.5, -0.4, 2.0], [-0.3, -0.3, -0.7], [-1.6, -0.7, 0.4], [-1.5, -0.6, 0.5], [1.3, 0.3, 0.2], [2.2, -0.4, -0.5], [0.1, 0.4, -0.5], [-1.2, 1.6, 0.6], [-0.4, -1.4, -1.3], [-0.2, 0.0, 0.2], [0.6, -0.5, -0.7], [0.2, 0.8, -0.5], [-0.3, 0.4, -0.1], [0.2, 0.5, 0.0], [0.0, -0.2, 0.3], [0.5, -1.5, -1.4], [0.0, 0.2, -0.4], [-0.3, -0.5, 0.4], [-0.4, 0.0, 0.1], [-0.2, 1.3, 1.2], [-1.4, -0.9, -1.7], [-0.7, 0.2, -0.5], [0.3, 0.3, -0.1], [-0.2, 0.3, 0.7], [0.2, -0.3, -0.2], [0.5, 0.5, 0.2], [0.1, 0.2, 0.4], [0.0, 0.0, 0.0], [-1.1, 0.7, 0.3], [-0.4, -0.4, -2.2], [1.6, -0.7, 1.6], [-1.0, -1.4, -0.4], [1.2, -0.8, 0.8], [0.0, 2.1, -0.7], [2.1, 0.4, -1.4], [-0.4, 1.4, 1.7], [-1.4, -1.6, -0.7], [-0.2, -1.0, -0.4], [-1.3, 1.7, -0.2], [2.2, -0.3, 0.9], [-0.6, 0.1, 1.9], [0.4, 1.6, -1.6], [0.1, -1.9, -0.1], [-1.0, 1.8, -0.3], [1.9, 0.0, 1.1], [-0.9, -1.9, -0.9], [0.3, -1.4, -0.1], [1.1, 1.2, 1.4], [-2.0, 0.7, -1.6], [-0.8, -0.1, -1.1], [1.3, -0.8, 1.8], [-0.3, 1.7, -0.4], [-2.0, 0.1, 0.9], [0.2, -0.3, -2.3], [1.6, 0.2, 1.4], [-1.2, 0.5, 1.4], [-0.5, 0.9, -1.6], [1.6, -1.6, 0.1], [0.2, 1.6, 0.0], [0.9, -1.3, -1.3], [-1.2, -0.8, 1.4], [0.0, 0.5, 2.0], [-0.6, -2.2, -0.7], [0.6, 1.6, -1.2], [0.8, -1.7, -0.3], [-2.2, 0.0, -0.2], [1.5, 1.7, 0.5], [-1.4, 0.8, -1.5], [2.2, -0.4, -0.7], [-0.9, -0.5, 2.0], [1.5, 0.2, 1.3], [0.5, -1.0, -1.9], [-2.1, 0.7, 0.6], [0.3, 2.3, 0.9], [-1.9, -0.1, -1.1], [1.5, -1.7, 0.5], [0.9, -1.3, 0.3], [0.7, 0.3, 1.5], [-1.5, 1.2, -1.4], [0.1, -1.1, 1.8], [-1.7, -0.3, -1.3], [1.8, 1.3, -0.5], [-0.8, 1.7, 0.4], [0.7, -1.0, 1.4], [0.0, -0.9, -2.1], [-1.3, -1.6, -0.5], [1.0, 0.0, 2.0], [0.3, 1.6, -1.5]], "homo_lumo_gap_ev": 7.3, "de_lowest_ev": 0.000, "fmax_ha_per_bohr": 0.070, "spin_multiplicity": 1, "e_tot_ev": -80340.9330}